34
Properties=species:S:1:pos:R:3:forces:R:3 method="wB97M-V/def2-TZVPD" e_lumo_ev=-0.40 gap_ha=0.303 charge=0 smiles="CC(=O)c1ccc(OC(=O)COc2ccccc2Cl)cc1"
C 7.170 0.613 0.452 2.579 -2.017 -7.580
C 6.216 0.352 -0.682 -2.069 0.927 -2.009
O 6.475 0.485 -1.888 -0.535 -0.616 2.814
C 4.742 0.033 -0.220 -0.428 -0.740 -4.853
C 4.361 -0.147 1.003 -0.324 2.512 7.587
C 2.985 -0.345 1.581 0.861 -0.817 -1.356
C 1.983 -0.643 0.729 4.363 2.237 -6.921
C 2.381 -0.468 -0.908 2.577 -0.092 6.530
C 3.650 -0.172 -1.243 1.162 -0.552 3.008
H 4.023 -0.216 -2.199 0.257 0.423 -2.452
H 1.602 -0.489 -1.522 -2.822 -0.437 -2.662
O 0.714 -0.747 0.959 2.485 -2.331 6.396
C -0.297 -0.900 0.247 -4.489 5.378 -2.197
O -0.412 -0.168 -0.700 -0.932 -1.108 -2.464
C -1.481 -1.276 1.078 -0.394 4.642 4.390
O -2.781 -1.178 0.698 2.211 -5.475 -0.238
C -3.200 -0.068 0.405 -6.155 11.175 -1.300
C -4.476 0.077 -0.281 2.037 0.838 -0.694
C -4.974 1.433 -0.690 -1.481 -5.315 1.566
C -4.555 2.561 -0.059 -6.322 3.622 -7.269
C -3.386 2.487 0.442 6.208 4.418 7.253
C -2.815 1.389 0.954 3.265 -6.290 -1.236
H -1.772 1.422 1.401 -1.569 0.238 -0.319
H -2.963 3.463 1.058 -0.765 -2.115 -2.121
H -5.023 3.620 -0.625 1.359 -3.021 2.367
H -5.919 1.342 -1.192 -0.175 0.372 -0.559
Cl -5.107 -1.540 -0.913 0.171 2.051 0.406
H -1.275 -2.172 1.316 0.628 -7.180 1.781
H -1.538 -0.813 2.305 1.182 -0.582 -3.592
H 2.790 -0.331 2.641 0.355 0.107 0.200
H 5.078 0.338 1.873 -1.517 -1.918 -2.065
H 7.186 -0.279 0.891 0.627 -3.386 2.667
H 8.100 0.843 -0.104 -0.198 -0.066 0.908
H 6.828 1.349 0.950 -2.150 5.117 4.016